# C42H34I2N6O3S2Ti

A molecular structure, C42H34I2N6O3S2Ti at a distorted geometry (ωB97M-V/def2-TZVPD, OMol25).

E_tot: -120180.5379 eV
spin multiplicity: 3
net charge: -2
gap between HOMO and LUMO (alpha / beta): 3.46 / 4.91 eV
energy above the lowest of the compared OMol25 structures with the same formula, charge and spin: 0.817 eV
lowest unoccupied orbital energy (alpha / beta): 3.492 / 3.470 eV

Each line ends with the Mulliken spin population.
Element x y z (Å)
Ti  1.16  -0.18  -0.16  1.00
C  2.43  -0.76  3.43  0.05
C  1.34  0.11  2.89  0.03
O  1.00  0.10  1.72  -0.07
N  0.71  0.89  3.80  0.02
C  -0.39  1.79  3.46  0.00
C  -0.04  3.12  2.83  0.00
C  -0.85  4.23  3.07  0.00
C  -0.56  5.42  2.42  0.00
C  0.53  5.47  1.57  0.01
C  1.29  4.32  1.43  0.02
N  1.02  3.18  2.05  0.00
H  2.43  -1.71  2.89  0.00
H  2.27  -0.94  4.49  0.00
H  3.40  -0.29  3.28  -0.02
H  1.28  1.16  4.59  0.00
H  -0.97  1.97  4.36  0.00
H  -1.02  1.22  2.77  0.00
H  -1.70  4.16  3.73  0.00
H  -1.17  6.30  2.59  0.00
H  0.77  6.37  1.02  0.00
H  2.17  4.30  0.78  -0.01
I  -1.68  1.23  0.12  0.00
C  -1.14  2.78  -1.16  0.00
C  -2.06  3.77  -1.39  0.00
C  -1.75  4.82  -2.29  0.00
C  -0.54  4.82  -2.90  0.00
C  0.43  3.81  -2.65  -0.01
C  1.68  3.88  -3.31  0.02
C  2.59  2.89  -3.09  -0.03
C  2.29  1.82  -2.21  0.01
C  1.12  1.68  -1.49  -0.03
C  0.15  2.73  -1.75  0.01
H  -3.01  3.74  -0.88  0.00
H  -2.49  5.59  -2.49  0.00
H  -0.28  5.61  -3.61  0.00
H  1.88  4.71  -3.98  0.00
H  3.55  2.92  -3.58  0.00
H  3.07  1.08  -2.13  0.00
S  1.41  -1.29  -2.43  -0.01
C  1.64  -2.99  -2.08  0.00
C  1.44  -3.87  -3.20  0.00
N  1.24  -4.54  -4.12  0.00
C  1.99  -3.53  -0.88  0.01
S  2.23  -2.64  0.59  -0.01
C  2.22  -4.95  -0.78  0.00
N  2.42  -6.08  -0.69  0.00
I  5.40  2.93  2.66  0.01
C  4.94  1.50  1.18  -0.17
C  5.98  0.94  0.41  0.49
C  5.54  -0.06  -0.51  -0.06
C  4.22  -0.38  -0.63  0.16
N  3.20  0.22  0.10  0.21
C  3.63  1.15  1.02  0.29
H  7.02  1.24  0.51  0.07
H  6.26  -0.57  -1.13  -0.01
H  3.91  -1.14  -1.32  0.03
H  2.87  1.65  1.60  -0.03
C  -5.42  -0.24  -0.64  0.00
C  -4.23  -0.80  -1.39  0.00
C  -3.70  -0.07  -2.45  0.00
C  -2.62  -0.58  -3.17  0.00
C  -2.05  -1.78  -2.81  0.00
C  -2.54  -2.49  -1.72  0.00
N  -1.94  -3.73  -1.41  0.00
C  -1.61  -4.22  -0.13  0.00
C  -1.59  -5.61  0.02  0.00
C  -1.38  -6.20  1.25  0.00
C  -1.21  -5.40  2.38  0.00
C  -1.19  -4.03  2.23  0.00
C  -1.36  -3.42  0.99  0.00
C  -1.10  -1.93  0.94  0.00
O  -1.57  -1.22  1.85  0.00
O  -0.38  -1.55  -0.05  0.01
C  -3.67  -2.03  -1.03  0.00
C  -4.30  -2.84  0.08  0.00
H  -5.69  0.74  -1.04  0.00
H  -5.18  -0.11  0.42  0.00
H  -6.29  -0.89  -0.71  0.00
H  -4.13  0.89  -2.71  0.00
H  -2.21  -0.01  -4.00  0.00
H  -1.20  -2.16  -3.35  0.00
H  -1.36  -4.10  -2.15  0.00
H  -1.76  -6.23  -0.86  0.00
H  -1.35  -7.28  1.34  0.00
H  -1.05  -5.85  3.35  0.00
H  -1.01  -3.38  3.08  0.00
H  -4.15  -3.91  -0.08  0.00
H  -5.37  -2.65  0.15  0.00
H  -3.86  -2.60  1.06  0.00

=====

# H10O4S2

5 unconnected molecules or ions with the total composition H10O4S2 at a distorted geometry (ωB97M-V/def2-TZVPD, OMol25).

E_tot: -30022.5066 eV
gap between HOMO and LUMO: 9.88 eV
energy above the lowest of the compared OMol25 structures with the same formula, charge and spin: 0.641 eV
SMILES: SS.O.O.O.O
lowest unoccupied orbital energy: 0.357 eV

Each line ends with the Löwdin charge.
Element x y z (Å)
S  0.36  -3.10  -1.45  0.20
S  -0.47  -1.36  -2.23  0.26
H  1.38  -2.45  -0.65  -0.14
H  -1.23  -1.11  -1.15  -0.23
O  3.04  -0.81  -1.93  -0.16
H  2.06  -0.50  -2.10  0.02
H  3.40  -1.29  -2.73  0.05
O  -1.11  2.78  1.98  -0.07
H  -0.56  2.10  2.39  0.02
H  -0.86  3.56  2.53  0.07
O  -2.09  0.97  -0.21  -0.09
H  -3.02  0.87  -0.04  0.03
H  -1.74  1.54  0.54  0.03
O  0.27  -0.01  1.72  -0.07
H  -0.21  -0.53  1.06  0.02
H  0.78  -0.64  2.29  0.07

=====

# C16H23ClN2O

A single C16H23ClN2O molecule at a distorted geometry (ωB97M-V/def2-TZVPD, OMol25).

E_tot: -34501.6120 eV
gap between HOMO and LUMO: 8.75 eV
energy above the lowest of the compared OMol25 structures with the same formula, charge and spin: 14.953 eV
SMILES: CC(C)CC(=O)N1CCN(Cc2ccccc2Cl)CC1
lowest unoccupied orbital energy: 0.457 eV

Each line ends with the Löwdin charge.
Element x y z (Å)
C  -5.39  -1.92  0.74  -0.17
C  -5.27  -0.72  1.15  -0.53
C  -6.37  0.35  0.79  -0.06
C  -3.82  -0.06  1.15  -0.08
C  -3.46  0.43  -0.25  -0.32
O  -4.18  0.08  -1.35  -0.08
N  -2.15  0.59  -0.52  -0.04
C  -1.16  1.11  0.66  -0.05
C  -0.04  0.07  0.52  -0.07
N  0.62  0.19  -0.87  -0.17
C  1.76  -0.32  -0.95  -0.35
C  2.94  0.38  -0.54  -0.18
C  3.01  1.54  0.01  -0.17
C  3.91  2.12  0.79  -0.18
C  5.04  1.53  1.16  0.04
C  5.01  -0.18  0.96  -0.07
C  4.06  -0.54  0.21  -0.52
Cl  3.98  -2.34  -0.05  0.58
C  -0.44  0.01  -1.86  -0.11
C  -1.51  1.08  -1.79  -0.05
H  -6.29  -2.32  0.82  0.06
H  -4.57  -2.54  1.06  0.10
H  -5.21  -1.88  -0.44  0.16
H  -5.58  -0.70  2.41  0.19
H  -6.25  0.43  -0.16  -0.02
H  -6.24  1.43  1.10  0.11
H  -7.38  0.09  0.81  0.06
H  -3.09  -0.80  1.79  0.17
H  -3.93  1.01  1.94  0.20
H  -1.60  0.84  1.49  0.01
H  -0.97  2.19  0.63  0.14
H  0.79  0.34  1.41  0.19
H  -0.31  -0.91  0.52  0.08
H  2.14  -0.09  -2.14  0.21
H  1.74  -1.44  -1.06  0.12
H  2.19  2.30  -0.52  0.19
H  3.96  3.20  0.72  0.11
H  5.83  1.85  1.79  0.07
H  5.76  -0.75  1.34  0.05
H  -0.09  0.36  -2.76  0.11
H  -0.74  -0.87  -1.85  0.06
H  -2.43  0.79  -2.34  0.13
H  -1.36  2.01  -1.92  0.07